(1)
Below is the molecule C21H24N2O3S, with properties calculated with wB97M-V/def2-TZVPD.

SMILES: COc1ccc(CN(Cc2cccn2C)S(=O)(=O)c2ccc(C)cc2)cc1
Spin multiplicity: 1
Kohn-Sham gap, eV: 8.506
HOMO level, eV: -7.9088

Each line ends with the natural charge from an NBO analysis.
Cartesian coordinates (Å):
C -5.13789 0.06522 -1.37928  -0.25
O -4.65763 -0.72565 -0.31936  -0.50
C -3.36418 -1.14944 -0.35999  0.31
C -2.46582 -0.87167 -1.38232  -0.32
C -1.16229 -1.33249 -1.30142  -0.13
C -0.71497 -2.04837 -0.20048  -0.11
C 0.72565 -2.46439 -0.05419  -0.23
N 1.64869 -1.35697 0.13557  -0.68
C 2.06337 -0.63559 -1.05439  -0.26
C 3.29827 0.17729 -0.86203  0.12
C 3.52614 1.48095 -1.23707  -0.29
C 4.86035 1.78317 -0.91567  -0.30
C 5.39573 0.65386 -0.35924  -0.05
N 4.45491 -0.32206 -0.34686  -0.32
C 4.62802 -1.62700 0.22223  -0.39
S 1.44210 -0.51411 1.56755  2.32
O 1.07103 -1.49243 2.55005  -0.95
O 2.63067 0.24782 1.80804  -0.93
C 0.07924 0.62067 1.32136  -0.27
C -1.11890 0.39412 1.96761  -0.18
C -2.19222 1.23076 1.72218  -0.21
C -2.07257 2.29343 0.83317  0.00
C -3.23961 3.19421 0.56639  -0.63
C -0.84248 2.52865 0.22717  -0.21
C 0.23867 1.70064 0.47508  -0.22
C -1.63230 -2.35194 0.80112  -0.17
C -2.93845 -1.92120 0.72166  -0.26
H -5.11931 -0.47963 -2.32865  0.18
H -4.56350 0.99171 -1.48065  0.17
H -6.16923 0.30488 -1.12485  0.20
H -2.76499 -0.30392 -2.24917  0.22
H -0.49321 -1.12941 -2.12404  0.20
H 1.05917 -3.02826 -0.93161  0.21
H 0.83024 -3.09365 0.83105  0.24
H 2.24421 -1.39563 -1.82874  0.21
H 1.27179 0.03371 -1.41994  0.21
H 2.82008 2.13884 -1.70786  0.21
H 5.36053 2.71776 -1.07468  0.22
H 6.38098 0.47660 0.02529  0.21
H 5.68989 -1.80349 0.38921  0.21
H 4.09569 -1.69704 1.17343  0.22
H 4.23909 -2.39194 -0.45233  0.20
H -1.18780 -0.43107 2.65680  0.24
H -3.13435 1.05434 2.21944  0.22
H -3.19444 3.60391 -0.44019  0.22
H -3.22997 4.02886 1.26767  0.23
H -4.17767 2.65959 0.69530  0.22
H -0.73022 3.37037 -0.44104  0.21
H 1.20837 1.89454 0.04571  0.24
H -1.30734 -2.92436 1.65659  0.22
H -3.65153 -2.15420 1.49640  0.23

=====

(2)
Below is the molecule C21H24N2O4S at a distorted geometry, with properties calculated with wB97M-V/def2-TZVPD.

SMILES: Cc1ccc(S(=O)(=O)N2CCOCC2)cc1C(=O)Nc1ccc2c(c1)CCC2
Spin multiplicity: 1
Kohn-Sham gap, eV: 8.731
HOMO level, eV: -8.3947

Each line ends with the natural charge from an NBO analysis.
Cartesian coordinates (Å):
C -2.12441 2.58616 -0.51819  -0.64
C -1.77914 1.33088 -1.26274  0.02
C -2.75884 0.68140 -2.01020  -0.22
C -2.46835 -0.46710 -2.72274  -0.15
C -1.17982 -0.96557 -2.70030  -0.35
S -0.83467 -2.44983 -3.63478  2.32
O 0.53764 -2.82790 -3.45240  -0.94
O -1.33633 -2.30336 -4.96758  -0.93
N -1.86406 -3.53001 -2.83842  -0.67
C -2.20523 -4.69876 -3.62982  -0.27
C -3.26481 -5.49509 -2.86882  -0.07
O -2.79613 -5.86954 -1.59300  -0.52
C -2.43493 -4.74437 -0.83124  -0.07
C -1.35980 -3.91285 -1.53619  -0.27
C -0.18636 -0.34020 -1.97755  -0.16
C -0.48577 0.80126 -1.24162  -0.08
C 0.63173 1.46833 -0.48287  0.66
O 1.60392 1.92669 -1.03769  -0.59
N 0.41023 1.46719 0.86067  -0.60
C 1.20557 1.99116 1.89081  0.14
C 0.74067 1.84799 3.19621  -0.24
C 1.46552 2.34517 4.26718  -0.19
C 2.66428 2.98427 4.02363  -0.05
C 3.12924 3.12669 2.71857  0.09
C 2.41438 2.64031 1.64469  -0.27
C 4.43633 3.86142 2.70573  -0.44
C 4.90445 3.77530 4.16742  -0.39
C 3.61914 3.61166 4.99503  -0.43
H -1.25463 3.22778 -0.40378  0.23
H -2.50986 2.35073 0.47472  0.22
H -2.89786 3.13604 -1.04894  0.23
H -3.75771 1.09159 -2.03614  0.22
H -3.21388 -0.97628 -3.31127  0.24
H -2.58052 -4.34630 -4.58985  0.24
H -1.31910 -5.32823 -3.79499  0.19
H -3.50043 -6.42314 -3.39103  0.20
H -4.17458 -4.88499 -2.76745  0.17
H -2.06460 -5.12632 0.12137  0.20
H -3.31847 -4.11065 -0.65769  0.16
H -1.14595 -3.00240 -0.97322  0.22
H -0.43417 -4.49700 -1.63557  0.20
H 0.81474 -0.74216 -1.99546  0.25
H -0.43857 1.01858 1.17705  0.40
H -0.19725 1.33922 3.37385  0.20
H 1.09399 2.22699 5.27442  0.21
H 2.77562 2.74923 0.63624  0.25
H 4.26763 4.90049 2.40969  0.21
H 5.15317 3.42829 2.00917  0.22
H 5.53064 2.89096 4.29468  0.20
H 5.48319 4.64656 4.46956  0.21
H 3.23310 4.58463 5.31294  0.21
H 3.77107 3.00509 5.88788  0.22

=====

(3)
Below is the molecule C21H24N2O5 at a distorted geometry, with properties calculated with wB97M-V/def2-TZVPD.

SMILES: CCOCCCNC(=O)[C@H](NC(=O)c1ccc2c(c1)OCO2)c1ccccc1
Spin multiplicity: 1
Kohn-Sham gap, eV: 8.996
HOMO level, eV: -8.2162

Each line ends with the natural charge from an NBO analysis.
Cartesian coordinates (Å):
C -7.42292 -2.14015 0.54274  -0.64
C -7.01915 -0.74286 1.00932  -0.05
O -5.62941 -0.51837 1.08518  -0.54
C -4.93703 -0.43173 -0.14149  -0.07
C -4.17482 -1.71907 -0.48079  -0.43
C -3.42559 -1.62256 -1.81300  -0.22
N -2.43589 -0.56771 -1.80844  -0.61
C -1.19037 -0.75802 -1.33101  0.69
O -0.70459 -1.84206 -1.08686  -0.63
C -0.42711 0.54978 -1.08913  -0.18
N 0.91222 0.21681 -0.67398  -0.62
C 1.95408 1.04082 -0.93287  0.68
O 1.80273 2.13355 -1.44758  -0.63
C 3.29369 0.51714 -0.53824  -0.16
C 4.39948 1.03419 -1.20220  -0.16
C 5.69460 0.61963 -0.91329  -0.26
C 5.83725 -0.32318 0.07635  0.24
C 4.73159 -0.83487 0.76136  0.30
C 3.45062 -0.43776 0.47572  -0.27
O 5.15909 -1.73787 1.69936  -0.49
C 6.56419 -1.78312 1.58195  0.24
O 6.97832 -0.89586 0.56484  -0.47
C -1.18943 1.31273 -0.02572  0.07
C -1.81036 2.51868 -0.31866  -0.26
C -2.55355 3.17287 0.64935  -0.19
C -2.68536 2.62429 1.91329  -0.22
C -2.06257 1.42382 2.21226  -0.18
C -1.31790 0.77046 1.24768  -0.25
H -6.90745 -2.89302 1.13348  0.21
H -7.18480 -2.28809 -0.50806  0.20
H -8.49475 -2.26576 0.67182  0.22
H -7.37165 -0.58214 2.03143  0.19
H -7.48556 0.01192 0.35696  0.16
H -5.62836 -0.17321 -0.95567  0.16
H -4.22121 0.39061 -0.01830  0.19
H -3.46117 -1.91679 0.31994  0.22
H -4.86676 -2.55932 -0.52929  0.21
H -4.12290 -1.43865 -2.63419  0.20
H -2.89279 -2.55832 -1.99526  0.23
H -2.77336 0.37979 -1.87782  0.40
H -0.37402 1.14930 -2.00711  0.24
H 1.04933 -0.76022 -0.44892  0.43
H 4.22808 1.78146 -1.96131  0.24
H 6.54939 1.01736 -1.43341  0.23
H 2.61954 -0.83030 1.03691  0.23
H 7.02478 -1.48748 2.53826  0.16
H 6.88112 -2.80759 1.32859  0.16
H -1.69977 2.95341 -1.30188  0.22
H -3.03053 4.11292 0.41419  0.21
H -3.27085 3.13165 2.66509  0.22
H -2.16341 0.99297 3.19685  0.22
H -0.83718 -0.16928 1.47604  0.22